Arrangement i

Computed, not measured: a cluster of 2 separate species, C4H9N2O in total, with wB97M-V/def2-TZVPD.

```
16
C4H9N2O (wB97M-V/def2-TZVPD)
C 0.457 -1.960 0.184
C -2.291 0.135 0.125
C 0.796 1.221 -0.995
C 1.321 0.286 0.092
N -2.072 0.602 1.207
N 0.337 -0.722 0.402
O -2.250 -0.410 -0.888
H 1.352 -2.353 -0.287
H -0.325 -2.656 0.455
H 0.551 0.664 -1.895
H -0.082 1.765 -0.662
H 1.569 1.945 -1.240
H 1.500 0.864 1.004
H 2.253 -0.184 -0.227
H -0.482 -0.342 0.901
H -2.634 1.144 1.825
```

Values from the calculation:
Net charge: +1
Highest occupied orbital energy in Eh: -0.5757
LUMO level in Ha: -0.175
Kohn-Sham gap in eV: 10.91



Arrangement ii

Computed, not measured: a cluster of 2 separate species, C4H9N2O in total, with wB97M-V/def2-TZVPD.

```
16
C4H9N2O (wB97M-V/def2-TZVPD)
C -1.027 0.885 1.458
C -1.777 0.504 0.260
C 0.008 -0.704 0.453
C 0.896 -1.820 0.282
N -0.021 0.112 1.506
N 1.133 1.053 -1.379
O -1.116 -0.550 -0.288
H -1.061 1.721 2.152
H -2.848 0.104 0.407
H -1.810 1.258 -0.531
H 1.491 -1.994 1.079
H 1.422 -1.560 -0.687
H 0.313 -2.679 0.100
H 0.841 1.879 -1.853
H 1.578 0.422 -2.116
H 1.976 1.370 -0.843
```

Values from the calculation:
Net charge: +1
Highest occupied orbital energy in Eh: -0.5479
LUMO level in Ha: -0.212
Kohn-Sham gap in eV: 9.14



Stability summary - winner: arrangement i; margin: 0.0409 hartree.